No. 1
146
Properties=species:S:1:pos:R:3:mulliken_charge:R:1 method="wB97M-V/def2-TZVPD" e_homo_ev=-8.0 total_energy_ha=-29942.05188 orbital_gap_ev=7.5 lumo_ha=-0.01596 fmax_ha_per_bohr=0.1161
C -4.4815 -0.5615 -1.5984 -0.508
C -5.0808 -1.9108 -0.9369 0.650
O -5.8622 -2.5871 -1.6712 -0.590
O -4.7493 -2.2571 0.3980 -0.358
C -3.7372 -3.3144 0.4382 -0.138
C -3.3296 -3.6748 1.9475 -0.130
C -2.3301 -2.5595 2.6013 -0.442
C -0.8632 -2.8790 1.9795 0.405
Si 0.5286 -1.7276 2.6693 -0.330
C 1.4264 -2.7955 4.0206 -0.760
C 2.8441 -2.1263 4.4621 0.301
C 3.4055 -2.9013 5.7595 -0.563
O 2.6925 -2.5330 6.9640 -0.346
O 1.7477 -1.3234 1.5131 -0.254
Si 1.3471 0.0351 0.5204 0.167
C 2.8551 0.2356 -0.6846 -0.457
C 2.9432 -0.9235 -1.7908 -0.414
C 4.3285 -0.9457 -2.6265 -0.607
C 3.9846 -1.6683 -4.0419 -0.668
N 3.2361 -0.7715 -4.9746 0.258
C 2.9021 0.6200 -4.7162 -0.380
C 2.0816 1.2425 -5.8603 -0.276
C 1.9629 0.0825 -6.9056 -0.169
C 2.7128 -1.1121 -6.2850 -0.450
O 1.2615 1.5506 1.3716 0.247
C 0.3507 2.4896 0.7322 -0.634
C 0.8894 3.0899 -0.6672 0.560
C -0.0717 4.3272 -1.0986 -1.219
O 2.2186 3.6776 -0.4747 -0.564
P -0.4069 -0.3162 -0.8209 0.317
O -1.8571 -0.4391 0.1332 -0.189
Cl -0.2720 -2.1792 -1.7966 -0.303
P -0.3523 -0.0263 3.7648 0.764
O 0.9859 0.9035 4.3579 -0.214
O -1.4520 0.9217 2.8745 -0.573
S -1.2892 -0.6357 5.3887 -0.365
H -4.6263 0.2639 -0.8237 0.163
H -3.4042 -0.7067 -1.9455 0.081
H -5.1451 -0.3098 -2.4981 0.309
H -2.8411 -3.1102 -0.2498 0.013
H -4.2496 -4.2563 0.0013 0.392
H -2.7058 -4.6426 1.8809 -0.460
H -4.2167 -3.9053 2.6267 0.508
H -2.6747 -1.4948 2.3899 -0.061
H -2.3015 -2.8183 3.7240 0.338
H -0.6258 -3.9593 2.3161 0.435
H -0.9119 -2.9080 0.8402 -0.198
H 1.7088 -3.7734 3.4816 0.406
H 0.7374 -3.0059 4.9113 0.222
H 3.5682 -2.3141 3.5803 -0.139
H 2.7608 -1.0090 4.6837 0.169
H 3.2802 -4.0296 5.5259 0.243
H 4.5236 -2.6798 5.9167 0.248
H 1.7970 -2.9372 6.9751 0.261
H 2.9306 1.2846 -1.1253 0.106
H 3.7839 0.1135 0.0005 0.259
H 2.7052 -1.9229 -1.2675 0.313
H 2.0763 -0.7403 -2.5290 0.344
H 5.0279 -1.6681 -2.0784 0.285
H 4.7690 0.1000 -2.7757 0.326
H 3.2441 -2.5147 -3.7648 0.315
H 4.8857 -2.1841 -4.5116 0.397
H 3.1734 1.2055 -3.7716 0.173
H 1.6633 2.3084 -5.8946 0.494
H 1.4054 0.1843 -7.8903 0.255
H 2.7866 -2.0958 -6.8764 0.134
H -0.7353 2.1097 0.6441 -0.267
H 0.2826 3.4018 1.4417 0.627
H 0.8660 2.3502 -1.5332 0.161
H -0.6204 4.7251 -0.1723 0.371
H 0.5512 5.1868 -1.5278 0.370
H -0.8547 3.9145 -1.8173 0.240
H 2.1109 4.5227 0.0205 0.329
H -2.4329 0.3136 -0.1437 0.148
H 0.9346 1.8016 3.9603 0.034
H -2.3697 0.8437 3.2149 0.351
C -2.3244 7.6069 -1.4767 0.281
Cl -3.8674 8.0719 -0.7298 -0.097
Cl -2.5020 6.0217 -2.2637 -0.036
Cl -1.8645 8.8203 -2.6898 -0.079
Cl -1.0664 7.5174 -0.2251 -0.084
C -7.4707 2.1959 -2.3754 0.229
Cl -5.8519 2.8856 -2.1170 -0.098
Cl -8.1022 2.7431 -3.9423 -0.019
Cl -7.3682 0.4230 -2.3626 -0.034
Cl -8.5578 2.7353 -1.0778 -0.100
C 3.1676 4.7535 4.1168 0.297
Cl 2.0290 3.7845 3.1551 -0.146
Cl 2.2614 5.8081 5.2224 -0.113
Cl 4.2169 3.6722 5.0561 -0.089
Cl 4.1604 5.7474 3.0294 -0.117
C 3.2886 -4.3072 -9.4799 0.323
Cl 2.1574 -5.2795 -10.4440 -0.038
Cl 2.3744 -3.2615 -8.3691 -0.143
Cl 4.3456 -5.3846 -8.5426 -0.112
Cl 4.2762 -3.3015 -10.5606 -0.098
C -8.3296 6.2406 -5.6705 0.332
Cl -9.8600 6.7219 -4.9076 -0.092
Cl -8.5414 4.6753 -6.4861 -0.112
Cl -7.8499 7.4677 -6.8618 -0.098
Cl -7.0677 6.0975 -4.4279 -0.038
C 6.4699 -3.5427 2.0466 0.264
Cl 5.2871 -3.0610 0.8114 -0.018
Cl 5.7907 -4.8522 3.0368 -0.086
Cl 7.9563 -4.1079 1.2550 -0.112
Cl 6.8433 -2.1491 3.0831 -0.097
C -0.0371 4.0548 -8.2196 0.229
Cl 0.6610 2.5742 -7.5258 -0.097
Cl 0.7878 5.4718 -7.5356 -0.014
Cl 0.1725 4.0409 -9.9846 -0.122
Cl -1.7696 4.1329 -7.8296 -0.092
C -10.3965 -2.4882 -1.4704 0.350
Cl -11.5184 -3.3465 -2.5492 -0.107
Cl -10.5567 -0.7380 -1.7213 -0.089
Cl -10.7819 -2.8818 0.2190 -0.107
Cl -8.7267 -2.9860 -1.8275 -0.027
C 1.9256 -0.1078 10.1362 0.260
Cl 2.7697 1.3904 10.5860 -0.110
Cl 2.9887 -1.5051 10.4285 -0.124
Cl 0.4532 -0.2717 11.1162 -0.094
Cl 1.4908 -0.0470 8.4170 0.038
C 6.6510 0.6755 12.0658 0.289
Cl 7.3737 -0.0960 13.4944 -0.104
Cl 5.8939 2.2111 12.5421 -0.102
Cl 7.9169 0.9892 10.8584 -0.106
Cl 5.4201 -0.3997 11.3692 0.017
C 2.1896 9.1477 -6.8578 0.298
Cl 3.0303 10.6642 -6.4708 -0.106
Cl 1.2663 9.3493 -8.3619 -0.080
Cl 3.3806 7.8458 -7.0641 -0.088
Cl 1.0804 8.7304 -5.5334 -0.044
C 0.3568 -9.0917 -11.3037 0.354
Cl 1.8653 -8.7437 -10.4326 -0.078
Cl -0.1074 -7.6752 -12.2712 -0.099
Cl 0.5997 -10.4873 -12.3755 -0.094
Cl -0.9304 -9.4586 -10.1357 -0.090
C -1.4139 -7.5995 1.6295 0.311
Cl -1.2304 -9.0555 0.6288 -0.106
Cl -0.2161 -7.6269 2.9414 -0.099
Cl -1.1589 -6.1551 0.6265 0.000
Cl -3.0496 -7.5584 2.3216 -0.099
C -0.3613 1.9298 14.8801 0.295
Cl -0.1343 3.3897 15.8676 -0.104
Cl -0.1135 0.4884 15.8888 -0.098
Cl -2.0101 1.9131 14.2183 -0.100
Cl 0.8115 1.9276 13.5465 0.007

---

No. 2
97
Properties=species:S:1:pos:R:3:mulliken_charge:R:1 method="wB97M-V/def2-TZVPD" total_charge=+1 e_homo_ev=-12.1 total_energy_ha=-15115.43559 orbital_gap_ev=9.8 lumo_ha=-0.08316 fmax_ha_per_bohr=0.1047
C -0.8236 5.3997 -0.4094 -0.938
C 0.4133 4.7429 -1.1683 -0.022
C -0.0297 3.9048 -2.4198 0.423
O 0.4652 4.0871 -3.4987 -0.627
O -1.0433 2.9561 -2.2087 -0.323
C -0.5161 1.5919 -2.2976 -0.084
C -0.6473 0.9891 -0.8497 -0.708
N -0.7367 -0.4828 -0.8047 1.346
C -1.5229 -1.3959 -1.5351 0.901
C -2.5537 -1.0446 -2.6442 -0.533
C -3.5327 0.0797 -2.0758 -0.290
C -1.3171 -2.7730 -1.1310 -1.003
N -0.3575 -2.5895 -0.0973 0.485
C -0.0271 -1.2960 0.0862 -0.502
C 0.9625 -0.7773 1.1617 -0.667
C 1.8559 -1.9093 1.8276 -0.938
C 1.3399 -2.0673 3.3354 -0.350
C 2.0667 -3.2762 4.0529 -0.711
O 1.1149 -4.2443 4.5077 -0.235
C 1.1692 -5.4693 3.7634 -0.656
H -1.5463 5.8421 -1.1471 0.319
H -1.3767 4.6761 0.2408 0.216
H -0.4000 6.2284 0.2174 0.281
H 1.0505 4.1320 -0.4663 0.221
H 1.0296 5.6049 -1.5475 0.220
H -1.1289 1.0825 -3.0786 -0.144
H 0.5546 1.7192 -2.6307 0.409
H 0.2820 1.2976 -0.2872 0.132
H -1.4998 1.4140 -0.2514 0.164
H -3.1437 -1.9321 -2.9942 0.542
H -2.0004 -0.6778 -3.5570 -0.471
H -4.5632 -0.3486 -2.0588 0.482
H -3.2413 0.3074 -1.0147 -0.483
H -3.4314 1.0188 -2.6745 0.154
H -1.8068 -3.6907 -1.5090 0.463
H -0.0389 -3.4212 0.4077 0.105
H 1.6364 -0.0075 0.7068 0.491
H 0.3551 -0.2761 1.9667 0.439
H 1.8576 -2.8816 1.2727 0.497
H 2.9086 -1.5105 1.8991 0.267
H 1.5647 -1.1263 3.9186 0.257
H 0.2248 -2.1677 3.2761 0.282
H 2.6102 -2.8902 4.9610 0.290
H 2.8352 -3.6846 3.3421 0.376
H 2.1688 -5.7040 3.3199 0.211
H 0.3786 -5.4464 2.9585 0.226
H 0.9108 -6.3271 4.4501 0.318
C -5.1319 0.9681 1.5449 -0.024
Cl -3.5678 0.2256 1.1552 -0.023
Cl -6.2777 0.7328 0.2228 -0.105
Cl -5.7717 0.3059 3.0488 -0.103
H -4.9781 2.0344 1.6783 0.295
C 2.4502 -8.4835 1.7687 -0.012
Cl 2.9415 -8.2949 3.4551 -0.098
Cl 0.6877 -8.4788 1.6299 -0.115
Cl 3.1559 -7.2059 0.7681 -0.109
H 2.8183 -9.4398 1.4104 0.361
C 0.6454 9.2842 -1.0085 0.029
Cl 1.0420 10.9649 -0.6433 -0.118
Cl 1.7877 8.1898 -0.2165 -0.075
Cl -1.0127 8.9149 -0.5166 -0.122
H 0.7232 9.1401 -2.0817 0.299
C -0.2031 -2.0190 -6.2760 -0.051
Cl 0.3505 -2.4265 -4.6436 -0.093
Cl -0.7896 -3.4567 -7.1162 -0.116
Cl -1.4600 -0.7794 -6.2037 -0.048
H 0.6406 -1.6192 -6.8304 0.329
C 3.7039 -0.8586 -2.7219 -0.130
Cl 4.1215 0.8129 -2.3320 -0.108
Cl 4.8243 -1.9790 -1.9443 -0.110
Cl 2.0377 -1.2086 -2.2356 0.056
H 3.7796 -0.9891 -3.7974 0.335
C 0.0332 4.2154 -6.8383 0.623
Cl 0.2539 2.6758 -7.6830 -0.116
Cl 1.0530 5.4684 -7.5530 -0.130
Cl -1.6661 4.7017 -6.8708 -0.142
H 0.3301 4.0825 -5.8021 -0.178
C -0.9023 -3.5236 7.1030 0.248
Cl -1.9830 -4.3136 8.2581 -0.175
Cl -1.7906 -3.0280 5.6593 -0.139
Cl -0.1036 -2.1351 7.8487 -0.132
H -0.1392 -4.2364 6.8042 0.150
C -3.3719 -0.0430 -9.9787 -0.055
Cl -2.9220 1.5974 -9.5001 -0.084
Cl -2.2589 -1.2115 -9.2576 -0.083
Cl -5.0381 -0.3926 -9.5055 -0.124
H -3.3000 -0.1220 -11.0589 0.343
C -0.0572 -5.0755 11.4158 0.650
Cl 1.2478 -6.2208 11.0815 -0.129
Cl -1.1704 -5.7332 12.6199 -0.122
Cl 0.5975 -3.5243 11.9528 -0.120
H -0.6087 -4.9113 10.4960 -0.252
C 4.6505 7.9914 3.0149 0.030
Cl 5.2258 7.6386 4.6470 -0.119
Cl 4.0826 6.5132 2.2229 -0.115
Cl 3.3697 9.2067 3.0556 -0.102
H 5.4803 8.3890 2.4388 0.296